Record 1
Density functional theory data (ωB97M-V with the def2-TZVPD basis set) for a cluster of 2 separate species, C3H4O3 in total.

The geometry in XYZ format:
```
10
C3H4O3 (ωB97M-V with the def2-TZVPD basis set)
O 1.3729 1.5842 0.1876
C 0.6835 0.6955 -0.1196
C 0.0966 -0.4213 -0.5335
O -1.2811 -0.5821 -0.6630
C -2.0111 0.3526 -0.0618
O -1.5411 1.2712 0.5637
H 2.8313 -0.7446 0.6766
H 0.6757 -1.2798 -0.8329
H 2.2493 -1.0567 1.0199
H -3.0761 0.1809 -0.2371
```

## Properties
Net charge: 0
Structure (SMILES): O=C=COC=O.[H][H]
Maximum force, eV/Å: 0.99
Total energy, a.u.: -342.34725



Record 2
Density functional theory data (ωB97M-V with the def2-TZVPD basis set) for an isolated molecule of C7H7N3O2S.

The geometry in XYZ format:
```
20
C7H7N3O2S (ωB97M-V with the def2-TZVPD basis set)
C 0.0000 -1.6148 -0.2360
C 1.3095 -2.0597 0.0350
C 2.4844 2.1093 -0.0791
C 0.9137 0.5708 -0.1901
C -0.2227 -0.2475 -0.3124
C 2.2177 -0.0159 -0.0276
C -2.7467 -0.5764 0.7052
N 2.3831 -1.3541 0.2191
N 3.1674 0.9405 -0.0257
N 1.1395 1.8879 -0.1845
O -1.7081 1.7884 0.0506
O -2.3010 0.1748 -1.7923
S -1.8488 0.4358 -0.4656
H -0.9116 -2.3485 -0.4183
H 1.4810 -3.2219 0.1265
H 2.9931 3.0701 -0.2032
H -3.6380 -0.8984 0.2946
H -2.1057 -1.3727 1.1687
H -3.0609 0.1221 1.5666
H 0.4542 2.6101 -0.2313
```

## Properties
Net charge: 0
Structure (SMILES): CS(=O)(=O)c1ccnc2nc[nH]c12
Maximum force, eV/Å: 3.89
Total energy, a.u.: -983.84819



Record 3
Density functional theory data (ωB97M-V with the def2-TZVPD basis set) for an isolated molecule of C4H8O2.

The geometry in XYZ format:
```
14
C4H8O2 (ωB97M-V with the def2-TZVPD basis set)
O -0.6494 -1.8577 0.0848
C -1.2196 -0.6511 -0.4022
C -0.7871 0.5595 0.4292
C 0.7161 0.5859 0.7020
C 1.5907 0.4766 -0.5202
O 1.2175 0.6556 -1.6574
H 0.1499 -2.0321 -0.4245
H -2.3068 -0.7671 -0.3452
H -0.9548 -0.4896 -1.4527
H -1.3035 0.5384 1.3961
H -1.1029 1.4732 -0.0875
H 1.0044 1.5211 1.2049
H 0.9945 -0.2200 1.3917
H 2.6511 0.2073 -0.3190
```

## Properties
Net charge: 0
Structure (SMILES): O=CCCCO
Maximum force, eV/Å: 0.52
Total energy, a.u.: -307.66794



Record 4
Density functional theory data (ωB97M-V with the def2-TZVPD basis set) for an isolated molecule of C4H3FO.

The geometry in XYZ format:
```
9
C4H3FO (ωB97M-V with the def2-TZVPD basis set)
C 2.2805 0.0195 0.6405
C -0.0653 0.4456 -0.8894
C 1.1159 0.0904 -0.0049
C -1.3334 0.2055 -0.5129
O 1.1408 -0.5297 1.3174
F 0.4027 0.8203 -2.1066
H 3.3062 -0.0984 0.8583
H -2.2995 0.2349 -0.9781
H -1.5638 -0.0154 0.5556
```

## Properties
Net charge: 0
Structure (SMILES): C=C(F)C1=CO1
Maximum force, eV/Å: 4.56
Total energy, a.u.: -329.12821



Record 5
Density functional theory data (ωB97M-V with the def2-TZVPD basis set) for a cluster of 2 separate species, C17H29ClFNP in total.

The geometry in XYZ format:
```
50
C17H29ClFNP (ωB97M-V with the def2-TZVPD basis set)
C -0.0893 0.1823 -3.7151
C 1.3953 -0.1044 -3.3287
P 1.8356 -1.8997 -2.9915
C 0.5357 -3.0058 -3.8005
C 1.6771 -2.2564 -1.1555
C 2.8497 -1.6742 -0.2930
C 2.6062 -0.2605 0.3220
C 1.2132 -0.0556 0.9934
C 1.2451 0.2727 2.5144
C 2.2887 1.3254 2.9271
C 1.9663 2.7591 2.4020
Cl 2.1846 1.4107 4.7587
N 0.4092 -1.3261 0.8575
C 0.3103 -1.8014 -0.5501
H -0.8050 0.0307 -2.8919
H -0.4477 -0.3767 -4.5874
H -0.1522 1.2509 -3.9895
H 1.6263 0.5556 -2.4726
H 2.0342 0.2177 -4.1637
H -0.1716 -3.4341 -3.0711
H 1.0642 -3.8613 -4.2502
H 0.0015 -2.5025 -4.6144
H 1.7350 -3.3544 -1.0588
H 3.0001 -2.3692 0.5560
H 3.7649 -1.6911 -0.9033
H 3.4543 -0.0396 0.9806
H 2.6602 0.4589 -0.5135
H 0.6513 0.6844 0.4025
H 1.3212 -0.6681 3.0846
H 0.2554 0.6984 2.7702
H 3.3271 1.0555 2.7169
H 2.6766 3.0844 1.6300
H 0.9128 2.8336 2.0969
H 2.0900 3.4610 3.2394
H -0.5418 -1.0729 1.1496
H 0.7159 -2.0420 1.5161
H -0.2122 -1.0371 -1.1390
H -0.3483 -2.6873 -0.5330
F -3.0368 -0.9698 1.9051
C -3.5648 0.2379 1.5801
C -3.2803 1.3334 2.3749
C -3.8156 2.5700 2.0383
C -4.6333 2.6923 0.9210
C -4.9129 1.5803 0.1359
C -4.3718 0.3438 0.4628
H -2.6486 1.2158 3.2474
H -3.5965 3.4366 2.6477
H -5.0534 3.6557 0.6634
H -5.5534 1.6754 -0.7308
H -4.5726 -0.5323 -0.1410
```

## Properties
Net charge: +1
Maximum force, eV/Å: 1.74
Total energy, a.u.: -1621.07727



Record 6
Density functional theory data (ωB97M-V with the def2-TZVPD basis set) for a structure of composition C36H45N5O4PS2Ti.

The geometry in XYZ format:
```
94
C36H45N5O4PS2Ti (ωB97M-V with the def2-TZVPD basis set)
Ti -1.1083 -0.0250 0.9858
O -2.3898 3.5070 0.0806
S -1.3235 2.6169 0.4171
O -1.1906 1.4277 -0.4946
O -1.3834 2.0164 1.7757
C 0.2084 3.4700 0.3545
C 0.1927 4.8500 0.2271
C 1.3964 5.5383 0.2565
C 2.5851 4.8432 0.4162
C 2.5807 3.4624 0.5597
C 1.3889 2.7487 0.5370
P 1.3951 0.9237 0.8046
C 2.2743 0.3239 -0.6578
C 2.0424 0.9497 -1.8820
C 2.6440 0.4665 -3.0333
C 3.4717 -0.6456 -2.9730
C 3.6801 -1.2891 -1.7623
C 3.0756 -0.8151 -0.6088
C 2.4954 0.8309 2.2489
C 3.8656 0.5978 2.2075
C 4.6027 0.5708 3.3846
C 3.9818 0.7896 4.6047
C 2.6170 1.0457 4.6510
C 1.8794 1.0610 3.4797
H -0.7493 5.3672 0.1080
H 1.4035 6.6153 0.1587
H 3.5251 5.3784 0.4369
H 3.5169 2.9362 0.6985
H 1.3983 1.8190 -1.9383
H 2.4695 0.9635 -3.9788
H 3.9461 -1.0169 -3.8719
H 4.3069 -2.1693 -1.7127
H 3.2144 -1.3508 0.3212
H 4.3690 0.4421 1.2626
H 5.6672 0.3810 3.3439
H 4.5606 0.7699 5.5184
H 2.1313 1.2330 5.5997
H 0.8144 1.2725 3.5170
N -3.2433 -0.4650 0.8453
C -3.8145 -1.0707 2.0739
C -2.7073 -1.5513 2.9973
N -1.6570 -0.5031 3.0616
H -3.7538 0.3841 0.5977
H -3.3609 -1.0671 0.0335
H -4.4738 -1.9021 1.8280
H -4.4095 -0.3092 2.5727
H -2.2443 -2.4489 2.6020
H -3.1115 -1.7711 3.9866
H -0.9099 -0.7767 3.6934
H -2.0691 0.3520 3.4341
O -4.3564 3.5184 3.0084
C -4.2050 2.4295 2.7848
C 1.4261 -2.4785 2.8738
C 1.1231 -3.6851 1.9888
C -0.1804 -4.3835 2.3834
C 1.1090 -3.4129 0.4937
C 1.9154 -4.2280 -0.2986
C 1.8567 -4.1951 -1.6793
C 0.9432 -3.3603 -2.3023
C 0.1238 -2.5206 -1.5634
C -0.9635 -1.7077 -2.2361
C -2.3032 -2.4255 -2.0255
C -0.7433 -1.4473 -3.7220
C 0.2483 -2.5050 -0.1538
N -0.5117 -1.5439 0.5300
H 2.4699 -2.1718 2.7895
H 1.2405 -2.7184 3.9240
H 0.8126 -1.6241 2.5972
H 1.9282 -4.4052 2.1526
H -1.0374 -3.7651 2.1215
H -0.2090 -4.5959 3.4540
H -0.2896 -5.3256 1.8452
H 2.5860 -4.9245 0.1916
H 2.4961 -4.8404 -2.2680
H 0.8641 -3.3699 -3.3811
H -1.0138 -0.7313 -1.7479
H -2.2971 -3.3845 -2.5482
H -3.1324 -1.8268 -2.4065
H -2.4707 -2.6432 -0.9670
H -0.8491 -2.3590 -4.3138
H 0.2444 -1.0274 -3.9141
H -1.4934 -0.7375 -4.0763
S -4.4559 0.6878 -1.9276
C -3.7761 1.7756 -2.9996
N -3.3520 3.0136 -2.7107
C -2.7169 3.6694 -3.8447
C -3.1019 2.7407 -5.0143
N -3.5650 1.5476 -4.3142
H -3.2315 3.2965 -1.7500
H -1.6335 3.7253 -3.7145
H -3.1015 4.6787 -3.9799
H -2.2476 2.5132 -5.6493
H -3.8907 3.1722 -5.6327
H -4.0587 0.7978 -4.7661
```

## Properties
Net charge: +1
Maximum force, eV/Å: 1.55
Total energy, a.u.: -3960.74004



Record 7
Density functional theory data (ωB97M-V with the def2-TZVPD basis set) for a structure of composition C24H42Cl3N4O3PrSSi.

The geometry in XYZ format:
```
79
C24H42Cl3N4O3PrSSi (ωB97M-V with the def2-TZVPD basis set)
C 0.0579 -1.5816 -4.3115
C -1.1708 -2.3514 -3.9222
H 0.9046 -2.2527 -4.5377
H 0.3383 -0.8845 -3.5114
H -0.1055 -0.9941 -5.2318
C -1.5001 -3.5181 -4.5094
C -0.7518 -4.1500 -5.6316
H -2.4195 -4.0335 -4.2240
H 0.3214 -4.2411 -5.4063
H -0.8429 -3.5933 -6.5801
H -1.1520 -5.1500 -5.8447
Pr 1.2835 2.1678 0.4444
Cl 0.6038 4.7393 0.7109
Cl -0.7375 2.0089 -1.3108
C -1.5226 2.5293 2.2467
O -0.4083 1.9484 2.2339
N -2.5825 2.0936 2.9384
C -2.4876 1.0306 3.9078
C -3.9091 2.4419 2.4673
H -1.7065 3.4558 1.6975
H -1.5950 1.1299 4.5227
H -2.4857 0.0392 3.4388
H -3.3686 1.0856 4.5446
H -3.8646 3.4218 1.9824
H -4.6065 2.4641 3.3126
H -4.2850 1.7054 1.7325
H 5.8758 0.0947 -0.4629
H 3.1484 -1.0450 -1.0326
C 5.7417 -0.6539 0.3370
C 3.5571 -1.6551 -0.2061
N 4.3404 -0.8192 0.6920
H 6.3101 -0.3469 1.2223
C 3.7561 0.0552 1.5192
O 2.5262 0.2824 1.5623
H 2.7488 -2.1476 0.3341
H 4.4664 0.6103 2.1626
H 6.0978 -1.6210 -0.0192
H 4.2548 -2.3859 -0.6255
O -1.1648 -1.5803 -1.6913
C -2.0123 -1.7130 -2.8306
C -3.3306 -3.7163 -2.0111
C -3.3242 -2.4123 -2.5228
H -2.3943 -4.2512 -1.8249
C -4.5636 -4.3398 -1.7372
H -2.1950 -0.6824 -3.1657
C -4.5146 -1.7582 -2.7992
H -4.5723 -5.3336 -1.2619
C -5.7596 -3.6954 -2.0689
C -5.7424 -2.4057 -2.6167
H -4.4531 -0.7397 -3.1569
H -6.7278 -4.1957 -1.8842
H -6.6696 -1.8873 -2.8761
Si -1.4185 -1.6107 -0.0358
Cl 2.8238 1.0507 -1.6722
C -1.4024 -3.3425 0.6054
C -2.9979 -0.7565 0.4662
C 0.0945 -0.7613 0.5582
H -2.3293 -3.8936 0.3938
H -1.2733 -3.2717 1.6993
H -0.5471 -3.9007 0.1877
H 1.0211 -1.2631 0.2657
H 0.0982 -0.5137 1.6323
H 0.0140 0.1673 -0.0648
H -3.8632 -1.2654 0.0191
H -3.0089 0.2923 0.1407
H -3.1114 -0.7989 1.5546
C 6.0161 4.2658 3.3940
N 4.8389 5.1073 3.2393
C 4.8444 6.4673 3.0539
C 3.5541 6.8640 2.8746
N 2.7782 5.7150 2.9385
C 3.5758 4.6027 3.0359
S 3.2642 2.9843 2.6972
H 5.9089 3.5898 4.2521
H 6.1634 3.6564 2.4964
H 6.8703 4.9286 3.5401
H 5.7669 7.0159 3.0346
H 3.1238 7.8359 2.7192
H 1.7888 5.6662 2.7794
```

## Properties
Multiplicity: 3
Net charge: 0
Maximum force, eV/Å: 1.59
Total energy, a.u.: -3970.02251



Record 8
Density functional theory data (ωB97M-V with the def2-TZVPD basis set) for an isolated molecule of C2H6O3P2.

The geometry in XYZ format:
```
13
C2H6O3P2 (ωB97M-V with the def2-TZVPD basis set)
C 1.7295 -0.0042 0.3886
C 0.8416 0.4042 -0.8562
O -1.7170 0.5626 0.3063
O 0.3038 1.6808 -0.6242
O -1.9015 -2.2022 -0.2924
P -0.9992 1.8720 0.2613
P -2.7399 -1.0691 0.0832
H 1.2849 0.0379 1.3939
H 2.1036 -0.9641 0.3372
H 2.5586 0.5586 0.3519
H -0.0509 -0.4447 -0.9017
H 1.3768 0.4644 -1.9044
H -2.7903 -0.8962 1.4565
```

## Properties
Net charge: 0
Maximum force, eV/Å: 4.15
Total energy, a.u.: -988.20139